27
Properties=species:S:1:pos:R:3 method="wB97M-V/def2-TZVPD" de_lowest_kcal_mol=62.6 energy_ev=-30492.3034 gap_ev=9.2
C -0.46563 -0.05739 -1.05295
C 0.84865 -0.90993 0.87864
C -1.41640 -2.05813 0.19307
C -2.72430 -1.75329 -0.40791
C -3.08700 0.93191 0.50671
C -0.55272 -0.75707 0.30344
C -0.27280 2.05001 -2.30146
C 2.66718 0.16150 1.91311
N -2.88926 2.07019 0.76544
N -0.44800 1.25756 -1.00653
O -0.45289 -0.67060 -2.12040
O 1.27513 -2.01344 1.11786
O -2.60392 3.23806 0.71124
O 1.49433 0.27536 1.09919
S -3.79644 -0.58872 0.61833
H -1.37871 -2.74027 1.08300
H -0.81798 -2.64783 -0.44213
H -2.52197 -1.15809 -1.36947
H -3.43500 -2.51531 -0.67946
H -1.04371 -0.13964 1.13497
H 0.84768 2.45865 -2.41001
H -0.59681 1.32834 -3.15955
H -0.78762 3.03814 -2.30582
H 3.49450 -0.29306 1.44044
H 2.49741 -0.53024 2.73611
H 3.03690 1.18054 1.95935
H -0.29261 1.77385 -0.10514